ORCA calculation (wB97M-V/def2-TZVPD) on a molecular structure, C47H53AsBrF3N5OPPt.

Last column: Mulliken charge in e.
Cartesian coordinates (Å):
Pt: -0.1505 -0.2854 0.0595  0.15
O: 1.9660 -0.3563 0.1773  -0.71
As: 2.9712 -0.9510 -1.0453  1.48
C: 1.9659 -2.0988 -2.1925  0.34
C: 2.3047 -3.4415 -2.3181  -0.61
C: 1.4867 -4.2863 -3.0571  -0.70
C: 0.3349 -3.7930 -3.6528  -0.66
C: 0.0014 -2.4489 -3.5330  -0.96
C: 0.8188 -1.5970 -2.8078  -0.34
C: 4.3925 -1.9047 -0.2127  0.34
C: 4.4009 -2.0694 1.1674  -0.25
C: 5.4546 -2.7497 1.7628  -0.88
C: 6.4849 -3.2538 0.9817  -0.49
C: 6.4793 -3.0720 -0.3964  -0.77
C: 5.4350 -2.3896 -0.9993  -0.42
C: 3.7316 0.4807 -2.0485  0.27
C: 4.5324 1.4005 -1.3743  -0.70
C: 5.1174 2.4393 -2.0793  -0.75
C: 4.9136 2.5480 -3.4515  -0.67
C: 4.1297 1.6205 -4.1219  -0.74
C: 3.5358 0.5778 -3.4216  -0.46
H: 3.1930 -3.8338 -1.8383  0.49
H: 1.7487 -5.3303 -3.1641  0.47
H: -0.3038 -4.4565 -4.2205  0.45
H: -0.8929 -2.0656 -4.0061  0.50
H: 0.5693 -0.5430 -2.7405  0.81
H: 3.6075 -1.6483 1.7731  0.45
H: 5.4756 -2.8776 2.8366  0.45
H: 7.3045 -3.7828 1.4491  0.43
H: 7.2918 -3.4550 -0.9985  0.44
H: 5.4423 -2.2333 -2.0727  0.45
H: 4.7048 1.3029 -0.3080  0.52
H: 5.7463 3.1553 -1.5667  0.46
H: 5.3851 3.3517 -4.0019  0.48
H: 3.9880 1.7006 -5.1916  0.49
H: 2.9314 -0.1512 -3.9479  0.46
N: 0.0585 1.5284 0.0607  0.71
P: -0.1125 3.1137 0.2606  -0.77
N: 0.2764 3.5632 -1.2672  0.61
C: -0.7422 3.3649 -2.3258  0.29
C: -0.8094 4.6079 -3.2058  -0.77
C: 0.5980 5.1328 -3.5531  -0.92
C: 1.6596 4.0815 -3.2538  -0.95
C: 1.6640 3.7171 -1.7727  0.58
N: 0.9333 3.6590 1.3806  0.56
C: 2.3346 3.1911 1.3973  0.37
C: 3.2451 4.2977 1.9050  -1.10
C: 2.8163 4.7535 3.2959  -0.74
C: 1.3443 5.1521 3.2876  -0.87
C: 0.4763 4.0277 2.7432  -0.17
N: -1.5908 3.6519 0.6121  0.59
C: -2.7322 2.7647 0.9443  -0.07
C: -3.7465 3.5507 1.7566  -1.08
C: -4.3376 4.7007 0.9307  -0.82
C: -3.2947 5.2895 -0.0341  -0.68
C: -1.8870 5.1015 0.5082  -0.81
H: -1.7041 3.1667 -1.8551  -0.59
H: -0.4767 2.4749 -2.9011  0.52
H: -1.3810 5.3798 -2.6880  0.15
H: -1.3711 4.3542 -4.1063  0.53
H: 0.8158 6.0303 -2.9697  0.33
H: 0.6469 5.4277 -4.5999  0.44
H: 2.6556 4.4487 -3.5027  0.53
H: 1.5004 3.1897 -3.8655  0.33
H: 2.1353 4.5203 -1.2023  0.11
H: 2.2318 2.7972 -1.6117  -0.64
H: 2.6265 2.8651 0.4049  -0.53
H: 2.3908 2.3110 2.0486  0.46
H: 3.2030 5.1403 1.2075  0.27
H: 4.2751 3.9349 1.9128  0.45
H: 3.4355 5.5831 3.6361  0.44
H: 2.9659 3.9341 4.0066  0.30
H: 1.2012 6.0397 2.6646  0.30
H: 1.0023 5.4033 4.2925  0.39
H: -0.5680 4.3231 2.7053  0.04
H: 0.5566 3.1417 3.3830  0.28
H: -2.3691 1.8994 1.4971  0.52
H: -3.1912 2.3875 0.0265  -0.40
H: -3.2595 3.9324 2.6581  0.32
H: -4.5301 2.8724 2.0936  0.48
H: -4.7083 5.4770 1.6003  0.38
H: -5.1987 4.3459 0.3629  0.34
H: -3.4739 6.3520 -0.1988  0.57
H: -3.3589 4.8082 -1.0144  0.13
H: -1.7938 5.5760 1.4901  0.46
H: -1.1457 5.5638 -0.1456  0.58
F: -9.2561 -0.2294 -2.3862  -0.25
C: -8.7948 0.7604 -1.6056  0.78
F: -9.5102 0.7357 -0.4702  -0.25
F: -9.0518 1.9195 -2.2237  -0.28
C: -7.3252 0.5832 -1.3216  0.32
C: -6.4001 1.5278 -1.7336  -0.74
C: -5.0558 1.3342 -1.4597  -0.17
C: -4.6309 0.1984 -0.7717  0.95
C: -5.5759 -0.7478 -0.3638  -0.75
C: -6.9159 -0.5558 -0.6381  -0.97
C: -3.2383 0.0114 -0.4801  0.47
C: -2.0619 -0.0861 -0.2148  -0.98
H: -6.7279 2.4076 -2.2689  0.53
H: -4.3280 2.0650 -1.7891  0.40
H: -5.2549 -1.6304 0.1729  0.47
H: -7.6480 -1.2867 -0.3209  0.42
Br: -0.6587 -6.9073 0.9691  -0.06
C: -0.5375 -5.0556 0.8014  0.00
C: -1.6831 -4.2791 0.6919  -0.56
C: -1.5547 -2.9174 0.5417  0.06
N: -0.3552 -2.3044 0.4905  0.36
C: 0.7468 -3.0645 0.6411  -0.50
C: 0.7022 -4.4293 0.7947  -0.76
H: -2.6666 -4.7247 0.7220  0.48
H: -2.4192 -2.2787 0.4538  -0.02
H: 1.6835 -2.5344 0.6697  1.15
H: 1.6190 -4.9885 0.9128  0.57

Computed properties:
* total charge: +2
* HOMO energy (spin up / spin down): -12.955 / -12.961 eV
* 2S+1: 1
* relative energy (zero: lowest compared OMol25 entry of this formula, charge and spin): 7.9 kJ/mol
* Kohn-Sham gap (spin up / spin down): 0.18990 / 0.18984 hartree
* E_LUMO (spin up / spin down): -7.788 / -7.796 eV